The following is a quantum chemistry calculation of a molecular structure, C22H62Br6N11O7P3 in a non-equilibrium geometry, from the Open Molecules 2025 dataset.

expectation value of S²: 0.763
multiplicity: 2
highest occupied orbital energy (alpha / beta): -9.6 / -9.6 eV
total charge: +1
orbital gap (alpha / beta): 6.65 / 2.52 eV

Structure (XYZ):
```
111
Properties=species:S:1:pos:R:3:forces:R:3:lowdin_spin:R:1
C -2.7781 2.0922 2.3378 0.1 0.2 -0.8 0.00
N -3.8559 3.1279 2.0743 -1.2 -0.9 -0.6 0.00
O -4.8914 2.7361 1.4993 1.8 0.5 1.0 0.00
O -3.6232 4.2768 2.3780 0.0 -0.5 0.0 0.00
H -3.1449 1.0718 2.2268 -0.5 0.4 0.4 0.00
H -2.2238 2.2885 3.2556 -0.5 0.1 0.1 0.00
H -2.0665 2.2046 1.5199 -0.2 0.4 0.0 0.00
C 1.2253 5.0470 -2.2793 -2.1 0.8 -0.5 0.00
N 0.9773 3.5792 -2.4696 2.0 0.6 -0.6 0.00
O 1.4833 2.9855 -3.3897 0.6 0.4 -1.0 0.00
O 0.3172 3.0179 -1.6606 -1.7 -0.8 2.2 0.00
H 0.2752 5.3728 -1.8560 0.0 0.0 0.1 0.00
H 1.2162 5.5077 -3.2671 0.7 -0.2 0.1 0.00
H 1.9770 5.3919 -1.5693 0.5 -0.9 -0.4 0.00
O -1.2531 5.0762 -4.1813 -1.5 -0.8 0.1 0.00
P -2.6689 5.0653 -4.6758 -1.3 1.3 0.6 0.00
N -3.2706 3.6769 -5.3412 -0.7 -1.2 0.1 0.00
C -2.3212 2.6163 -5.6790 -0.3 0.5 -0.6 0.00
C -4.6658 3.3558 -5.8853 2.1 0.5 0.2 0.00
N -2.8418 6.2286 -5.8933 -0.1 -1.5 2.3 0.00
C -2.3997 7.5613 -5.6358 0.0 -0.2 0.4 0.00
C -3.3610 5.9647 -7.1777 -0.4 -0.6 -0.5 0.00
N -3.8669 5.3605 -3.4374 1.8 1.8 -2.1 0.00
C -5.1909 5.8620 -3.8120 0.3 -1.1 -0.9 0.00
C -3.7876 4.7689 -2.1418 -1.0 -0.1 0.4 0.00
H -2.8144 1.6447 -5.6505 -0.1 0.0 0.0 0.00
H -1.4638 2.5747 -5.0073 0.0 0.3 -0.1 0.00
H -2.0468 2.8659 -6.7039 0.7 -0.8 -0.2 0.00
H -5.0406 2.4700 -5.3725 -0.3 0.3 0.3 0.00
H -4.5214 3.0565 -6.9234 0.0 0.0 -0.2 0.00
H -5.3294 4.2204 -5.9002 0.1 -0.3 0.4 0.00
H -1.5293 7.7154 -6.2736 0.2 0.7 0.2 0.00
H -3.2111 8.2593 -5.8421 0.1 0.3 -0.1 0.00
H -2.1716 7.5948 -4.5704 0.4 0.5 -0.1 0.00
H -3.0737 6.7963 -7.8211 -0.1 -0.2 -0.3 0.00
H -2.9593 5.0206 -7.5458 0.0 0.1 -0.4 0.00
H -4.4457 5.8666 -7.1358 -0.3 0.2 -0.5 0.00
H -5.1491 6.4092 -4.7538 0.2 0.5 0.3 0.00
H -5.7740 4.9888 -4.1046 -0.7 -0.1 0.4 0.00
H -5.7381 6.4059 -3.0420 0.4 0.2 0.1 0.00
H -3.0369 3.9874 -2.0238 0.1 0.1 -0.2 0.00
H -4.7906 4.3646 -2.0056 0.0 -0.7 0.6 0.00
H -3.6896 5.5096 -1.3482 0.4 0.1 0.1 0.00
O 4.3736 -4.7277 2.3964 -1.8 -0.6 -1.5 0.00
P 3.7637 -4.6080 1.0394 2.6 3.0 0.1 -0.01
N 4.3653 -5.8560 -0.0044 -0.6 0.1 1.6 0.31
C 4.3363 -7.2485 0.5348 1.2 0.0 -0.5 0.03
C 4.1296 -5.7605 -1.4382 -0.3 -0.2 0.9 0.03
N 4.1358 -3.0681 0.2895 0.6 -0.7 -1.3 0.00
C 5.5575 -2.7372 -0.2116 -0.4 -1.5 0.8 0.00
C 3.3959 -1.8515 0.7171 -0.4 -2.0 1.0 0.00
N 1.9925 -4.7071 0.8809 0.2 0.4 -1.8 0.44
C 1.2387 -4.2913 -0.3512 2.2 0.4 0.6 0.04
C 1.3455 -5.7276 1.6491 0.8 0.2 0.9 0.05
H 4.9263 -7.9103 -0.0992 0.0 0.4 -0.7 0.01
H 3.3507 -7.7130 0.5022 -0.3 0.3 0.4 0.01
H 4.8945 -7.3912 1.4601 -0.8 0.7 0.4 0.00
H 4.6128 -6.6283 -1.8872 -0.2 0.3 -0.3 0.00
H 4.4672 -4.8018 -1.8321 0.0 -0.3 0.1 0.00
H 3.0412 -5.8183 -1.4445 -0.2 -0.2 -1.3 0.01
H 5.7832 -3.2530 -1.1449 -0.1 -0.3 0.2 0.00
H 5.8292 -1.7062 -0.4382 -1.2 0.3 0.3 0.00
H 6.2661 -3.0308 0.5628 0.1 -0.2 -0.1 0.00
H 3.8386 -1.5576 1.6687 0.0 0.8 -0.2 0.00
H 3.2862 -1.0729 -0.0378 0.4 -0.3 0.0 0.00
H 2.4164 -2.2615 0.9633 -0.4 0.7 0.1 0.00
H 0.3860 -3.7083 -0.0031 -0.2 -0.2 -0.4 0.01
H 1.9524 -3.7040 -0.9290 -0.4 0.6 0.0 0.00
H 1.0389 -5.1348 -1.0121 -0.6 -0.4 0.4 0.01
H 0.2578 -5.7113 1.7192 0.1 0.6 -0.4 0.01
H 1.7958 -5.5547 2.6265 -0.2 -1.1 0.4 0.00
H 1.6300 -6.6488 1.1406 0.0 -0.7 0.5 0.03
O 0.9328 -2.2885 7.9227 -0.4 0.4 -1.1 0.00
P 0.5167 -1.9810 6.5318 -1.4 0.6 -0.9 0.00
N 1.7053 -2.1803 5.3778 1.6 -0.3 -2.1 0.00
C 3.0013 -1.5540 5.6047 0.5 -0.4 1.6 0.00
C 1.7618 -3.0210 4.1508 -1.7 -0.1 1.2 0.00
N 0.0007 -0.3701 6.2507 0.7 0.1 0.7 0.00
C -0.5778 0.3445 7.4223 -0.5 0.7 -0.8 0.00
C 0.1842 0.3620 4.9314 -0.4 -1.8 1.3 0.00
N -0.7785 -2.9396 5.9782 -0.1 2.3 -0.4 0.00
C -0.8939 -4.2656 6.3897 0.5 -1.7 0.7 0.00
C -1.7299 -2.5503 4.8883 1.5 0.6 0.9 0.00
H 2.9083 -0.7847 6.3712 0.0 0.4 -0.3 0.00
H 3.5799 -1.2266 4.7409 -0.8 0.4 -0.5 0.00
H 3.6981 -2.2571 6.0608 0.0 -0.4 0.2 0.00
H 2.2830 -3.9756 4.2224 0.4 0.0 0.7 0.00
H 2.2016 -2.5298 3.2828 -0.1 0.6 0.2 0.00
H 0.7227 -3.2883 3.9587 0.0 0.0 -0.5 0.00
H -1.4730 -0.1663 7.7771 0.0 0.0 0.1 0.00
H 0.0244 0.6285 8.2853 0.8 -0.9 -0.1 0.00
H -0.8732 1.3420 7.0970 -0.4 -0.1 -0.4 0.00
H -0.4190 -0.1607 4.1891 -0.1 0.0 -0.3 0.00
H -0.2193 1.3739 4.9665 0.5 0.0 0.4 0.00
H 1.2245 0.2631 4.6212 0.0 0.6 0.0 0.00
H -0.5300 -4.9054 5.5857 -0.2 -0.7 -0.1 0.00
H -0.2508 -4.4581 7.2485 -0.1 0.0 0.1 0.00
H -1.9202 -4.5121 6.6617 0.0 -0.2 0.0 0.00
H -1.0936 -2.3017 4.0390 -0.5 0.4 -0.4 0.00
H -2.3152 -1.6976 5.2325 0.0 0.1 -0.3 0.00
H -2.4185 -3.3367 4.5792 0.3 -0.3 0.4 0.00
C -0.9607 0.0187 -0.7079 -0.9 -0.6 -0.4 0.00
Br -0.5914 0.0542 1.2578 0.0 -0.3 -1.6 0.00
Br -2.4265 1.1444 -1.4132 0.9 -0.3 0.9 0.00
Br -1.4809 -1.8185 -1.3306 0.6 0.7 0.6 0.00
H -0.0488 0.2680 -1.2504 -0.2 0.1 0.3 0.00
C 2.9427 -1.4925 -4.2926 0.8 1.4 -0.1 0.00
Br 2.4376 -0.2593 -2.7734 0.2 -1.0 -1.3 0.00
Br 3.9626 -2.9867 -3.5700 -0.3 0.6 -0.6 0.00
Br 3.9475 -0.3938 -5.6911 -0.8 -1.2 1.4 0.00
H 2.0830 -1.8943 -4.8288 0.0 0.3 0.5 0.00
```
Positions in Å, forces in eV/Å.

***

The following is a quantum chemistry calculation of a molecular structure, C20H20N2O2PtS4, from the Open Molecules 2025 dataset.

multiplicity: 1
highest occupied orbital energy: -1.1 eV
total charge: -2
orbital gap: 5.68 eV

Structure (XYZ):
```
49
Properties=species:S:1:pos:R:3:forces:R:3:nbo_charge:R:1
Pt 0.6261 0.5709 -0.9640 0.1 -0.1 -0.4 0.51
O -3.4571 -0.6344 -1.6454 0.0 0.0 0.0 -0.99
S -2.2616 -1.0602 -0.9389 0.0 0.1 -0.2 2.30
O -2.4610 -2.1221 0.0294 0.0 -0.1 0.0 -0.99
N -1.4591 0.1949 -0.3159 0.2 0.0 0.5 -0.93
C -2.0521 0.8080 0.7668 0.0 0.2 -0.1 0.21
C -3.3612 0.5917 1.1959 0.0 -0.1 0.0 -0.31
C -3.9119 1.2602 2.2995 0.0 -0.1 -0.1 -0.18
C -3.2136 2.1890 3.0175 0.1 0.0 0.0 -0.28
C -1.8896 2.4788 2.6171 0.0 0.1 0.1 -0.10
C -1.0936 3.4512 3.2720 -0.1 0.0 0.0 -0.17
C 0.1715 3.7140 2.8419 0.1 -0.1 -0.2 -0.27
C 0.6644 2.9766 1.7389 0.0 0.2 0.1 0.04
N -0.0423 2.0719 1.1312 -0.1 0.1 0.0 -0.41
C -1.3046 1.8054 1.5184 0.0 -0.2 -0.2 0.19
C -1.1564 -1.6797 -2.1788 0.0 0.0 0.0 -0.22
C -0.8305 -0.8836 -3.2723 0.0 0.0 0.0 -0.17
C -0.0170 -1.4027 -4.2623 0.0 0.0 0.0 -0.22
C 0.4574 -2.7071 -4.1617 0.0 0.0 0.0 -0.21
C 0.1143 -3.4950 -3.0761 0.0 0.0 0.1 -0.23
C -0.7004 -2.9785 -2.0716 0.1 0.0 -0.1 -0.22
H -3.9843 -0.1104 0.6646 0.0 0.0 0.0 0.23
H -4.9358 1.0303 2.5767 0.0 0.0 0.0 0.19
H -3.6486 2.7046 3.8662 0.0 0.0 0.0 0.19
H -1.5174 3.9858 4.1169 0.0 0.0 0.0 0.19
H 0.7917 4.4621 3.3204 0.0 0.0 0.0 0.20
H 1.6675 3.1415 1.3513 0.0 0.0 0.0 0.20
H -1.1876 0.1352 -3.3305 0.0 0.0 0.0 0.25
H 0.2768 -0.7736 -5.0927 0.0 0.0 0.0 0.21
H 1.1091 -3.1028 -4.9325 0.0 0.0 0.0 0.19
H 0.4944 -4.5065 -2.9935 0.0 0.0 0.0 0.19
H -0.9658 -3.5582 -1.1986 0.0 0.0 0.0 0.24
S 2.8072 3.4384 -3.8117 -0.1 -0.1 0.2 -0.33
C 1.9561 2.4358 -2.7645 0.0 0.1 -0.3 -0.51
S 2.6452 1.1142 -1.8969 0.0 -0.1 0.2 -0.09
S 0.2658 2.5025 -2.4197 0.0 0.1 0.1 -0.23
C 2.2276 -0.4833 2.2335 0.0 0.0 0.0 -0.60
C 2.5644 -1.0309 0.8505 0.0 0.0 0.0 -0.25
C 3.2783 -2.3787 0.9842 0.0 0.0 0.0 -0.60
C 1.3076 -1.1452 -0.0191 0.0 0.0 0.0 -0.71
H 3.1162 -0.4077 2.8714 0.0 0.0 0.0 0.17
H 1.5070 -1.1408 2.7328 0.0 0.0 0.0 0.19
H 1.7717 0.5032 2.1546 0.0 0.0 0.0 0.22
H 3.2617 -0.3321 0.3737 0.0 0.0 0.0 0.20
H 2.5863 -3.1333 1.3754 0.0 0.0 0.0 0.19
H 4.1397 -2.3249 1.6612 0.0 0.0 0.0 0.18
H 3.6317 -2.7264 0.0104 0.0 0.0 0.0 0.20
H 0.5026 -1.5792 0.5956 0.0 0.0 0.0 0.17
H 1.5094 -1.8687 -0.8212 0.0 0.0 0.0 0.17
```
Positions in Å, forces in eV/Å.

***

Ordered energy relative to the best compared isomer or geometry (same formula, charge and spin) results: 0.00 0.00; unit kcal/mol.
Ordered E results: -502650.811 -74730.063; unit eV.